Entry 1:
Below is an isolated molecule of C10H14O, with properties calculated with ωB97M-V/def2-TZVPD.

Each atom is followed by the atoms it is bonded to, with distances in Å.
Cartesian coordinates (Å):
1 C 0.76720 0.08079 -1.20556  C2 1.466, C5 1.489, O11 1.414, H12 1.086
2 C -0.21113 1.12022 -0.87320  C1 1.466, C6 1.368, H13 1.066
3 C 0.35637 -0.80525 1.08813  C4 1.327, C5 1.486, H14 1.089
4 C -0.43477 0.23047 1.33736  C3 1.327, C6 1.444, H15 1.041
5 C 0.96620 -1.04040 -0.24683  C1 1.489, C3 1.486, C9 1.569, O11 1.361
6 C -0.67695 1.30210 0.39964  C2 1.368, C4 1.444, C10 1.528
7 C 2.18727 -3.12996 0.25118  C9 1.559, H16 0.995, H17 1.165, H18 1.090
8 C -2.48538 2.85413 -0.22707  C10 1.505, H19 1.086, H20 1.134, H21 1.129
9 C 1.20251 -2.49806 -0.77853  C5 1.569, C7 1.559, H22 1.069, H23 1.028
10 C -1.53584 2.47242 0.87629  C6 1.528, C8 1.505, H24 1.043, H25 1.003
11 O 1.95701 -0.13500 -0.47215  C1 1.414, C5 1.361
12 H 0.86000 -0.32704 -2.20762  C1 1.086
13 H -0.35776 1.67415 -1.77167  C2 1.066
14 H 0.36598 -1.50480 1.92223  C3 1.089
15 H -0.88734 0.49644 2.23646  C4 1.041
16 H 1.89748 -3.20418 1.20030  C7 0.995
17 H 3.22222 -2.62789 0.06488  C7 1.165
18 H 2.28056 -4.12516 -0.18252  C7 1.090
19 H -2.93640 2.12568 -0.89462  C8 1.086
20 H -2.11595 3.57107 -1.02416  C8 1.134
21 H -3.32862 3.52076 0.11884  C8 1.129
22 H 0.34248 -3.13103 -0.82276  C9 1.069
23 H 1.56760 -2.36703 -1.73011  C9 1.028
24 H -2.10926 2.28386 1.72689  C10 1.043
25 H -0.89347 3.16376 1.21459  C10 1.003

Properties
- SMILES: CCC1=C[C@H]2O[C@@]2(CC)C=C1
- E: -464.54831 Ha
- Largest force on an atom: 7.3 eV/Å
- Relative energy (zero: lowest compared OMol25 entry of this formula, charge and spin): 85.8 kcal per mole

---

Entry 2:
Below is a cluster of 2 separate species, C9H9N3O2 in total, with properties calculated with ωB97M-V/def2-TZVPD.

Each atom is followed by the atoms it is bonded to, with distances in Å.
Cartesian coordinates (Å):
1 C -2.06918 3.13617 1.70039  C2 1.427, N19 1.371, O22 1.227
2 C -1.92352 4.34496 0.95544  C1 1.427, C3 1.376, H11 1.104
3 C -0.67180 4.75852 0.55982  C2 1.376, H12 1.109, N20 1.364
4 C 0.38085 2.94261 1.76959  N19 1.388, N20 1.405, O23 1.234
5 C 0.33355 -4.27729 -0.20365  C6 1.395, H14 1.156, N21 1.385
6 C 1.05479 -3.09031 -0.33250  C5 1.395, C7 1.458, H15 1.054
7 C 1.39399 -2.99789 -1.74771  C6 1.458, C8 1.418, H16 1.150
8 C 1.38592 -4.07318 -2.67154  C7 1.418, C9 1.394, H17 1.091
9 C 0.63868 -5.18940 -2.29725  C8 1.394, H18 1.080, N21 1.341
10 H -0.91925 1.66196 2.54146  N19 1.013
11 H -2.90121 4.75837 0.65149  C2 1.104
12 H -0.48464 5.69436 -0.00406  C3 1.109
13 H 1.33990 4.29576 0.57143  N20 1.021
14 H -0.37865 -4.48970 0.68119  C5 1.156
15 H 1.00532 -2.15709 0.15476  C6 1.054
16 H 1.70650 -1.91676 -1.98321  C7 1.150
17 H 1.72826 -3.69890 -3.63718  C8 1.091
18 H 0.57980 -6.12348 -2.83522  C9 1.080
19 N -0.90051 2.60996 2.18584  C1 1.371, C4 1.388, H10 1.013
20 N 0.44637 4.14151 1.04022  C3 1.364, C4 1.405, H13 1.021
21 N 0.06582 -5.30774 -1.09019  C5 1.385, C9 1.341
22 O -3.18881 2.72265 1.98435  C1 1.227
23 O 1.37782 2.25490 2.00654  C4 1.234

Properties
- SMILES: O=c1cc[nH]c(=O)[nH]1.c1ccncc1
- E: -663.07855 Ha
- Largest force on an atom: 6.0 eV/Å
- Relative energy (zero: lowest compared OMol25 entry of this formula, charge and spin): 56.9 kcal per mole

---

What did the second record say?
Below is a cluster of 2 separate species, C9H9N3O2 in total, with properties calculated with ωB97M-V/def2-TZVPD.

Each atom is followed by the atoms it is bonded to, with distances in Å.
Cartesian coordinates (Å):
1 C -2.06918 3.13617 1.70039  C2 1.427, N19 1.371, O22 1.227
2 C -1.92352 4.34496 0.95544  C1 1.427, C3 1.376, H11 1.104
3 C -0.67180 4.75852 0.55982  C2 1.376, H12 1.109, N20 1.364
4 C 0.38085 2.94261 1.76959  N19 1.388, N20 1.405, O23 1.234
5 C 0.33355 -4.27729 -0.20365  C6 1.395, H14 1.156, N21 1.385
6 C 1.05479 -3.09031 -0.33250  C5 1.395, C7 1.458, H15 1.054
7 C 1.39399 -2.99789 -1.74771  C6 1.458, C8 1.418, H16 1.150
8 C 1.38592 -4.07318 -2.67154  C7 1.418, C9 1.394, H17 1.091
9 C 0.63868 -5.18940 -2.29725  C8 1.394, H18 1.080, N21 1.341
10 H -0.91925 1.66196 2.54146  N19 1.013
11 H -2.90121 4.75837 0.65149  C2 1.104
12 H -0.48464 5.69436 -0.00406  C3 1.109
13 H 1.33990 4.29576 0.57143  N20 1.021
14 H -0.37865 -4.48970 0.68119  C5 1.156
15 H 1.00532 -2.15709 0.15476  C6 1.054
16 H 1.70650 -1.91676 -1.98321  C7 1.150
17 H 1.72826 -3.69890 -3.63718  C8 1.091
18 H 0.57980 -6.12348 -2.83522  C9 1.080
19 N -0.90051 2.60996 2.18584  C1 1.371, C4 1.388, H10 1.013
20 N 0.44637 4.14151 1.04022  C3 1.364, C4 1.405, H13 1.021
21 N 0.06582 -5.30774 -1.09019  C5 1.385, C9 1.341
22 O -3.18881 2.72265 1.98435  C1 1.227
23 O 1.37782 2.25490 2.00654  C4 1.234

Properties
- SMILES: O=c1cc[nH]c(=O)[nH]1.c1ccncc1
- E: -663.07855 Ha
- Largest force on an atom: 6.0 eV/Å
- Relative energy (zero: lowest compared OMol25 entry of this formula, charge and spin): 56.9 kcal per mole